Molecular formula: C9H45FO18P
Method: DFT, wB97M-V/def2-TZVPD

Properties
total charge	-1
Kohn-Sham gap	3.847	eV
HOMO level	-2.02	eV
max |F|	0.9	eV/A

Positions of all 74 atoms, in Å:
C (2.26623, 1.71869, 1.23105)
C (0.93782, 1.83742, 0.48181)
P (0.59511, 0.44470, -0.69747)
C (2.20062, -0.43737, -0.97823)
C (2.09369, -1.96374, -0.91826)
C (0.39639, 1.22693, -2.34728)
F (0.19762, 0.03733, -3.18894)
C (-0.89359, 2.05836, -2.52021)
C (-1.92238, 1.74776, -1.49246)
O (-2.07550, 2.29342, -0.42757)
O (-2.63949, 0.58181, -1.82771)
C (-3.72457, 0.20720, -1.12157)
C (-3.73374, -1.26113, -0.82917)
O (-4.60582, 0.96778, -0.78939)
H (3.09176, 1.78355, 0.52613)
H (2.34026, 0.73674, 1.70113)
H (2.35732, 2.50105, 1.98410)
H (0.87524, 2.79429, -0.04369)
H (0.11494, 1.82518, 1.19703)
H (2.99579, -0.11821, -0.30317)
H (2.52951, -0.15003, -1.97881)
H (1.88575, -2.32596, 0.08688)
H (1.32896, -2.31172, -1.61531)
H (3.04742, -2.38138, -1.24719)
H (-1.30076, 1.75450, -3.48664)
H (-0.73030, 3.13286, -2.56531)
H (-4.75644, -1.62943, -0.81627)
H (-3.23944, -1.43125, 0.12371)
H (-3.17082, -1.78226, -1.60169)
O (-3.61866, -2.59911, 2.19310)
H (-3.74922, -3.39653, 2.71368)
H (-3.49091, -1.90711, 2.85846)
O (-2.78094, 2.38646, 2.56908)
H (-2.80453, 2.42722, 1.60285)
H (-3.10326, 3.24207, 2.86252)
O (4.28591, -1.29111, -3.47954)
H (5.12144, -1.42634, -3.94291)
H (3.67005, -1.89454, -3.90823)
O (5.49652, 0.86649, 1.32916)
H (5.62013, 0.51763, 2.22102)
H (6.25054, 1.44210, 1.17683)
O (-2.38038, -1.36251, 4.68280)
H (-2.73325, -0.51093, 4.96004)
H (-1.55427, -1.47089, 5.17263)
O (4.23575, -1.13315, 2.83507)
H (4.17585, -2.09102, 2.77292)
H (4.15303, -0.84143, 1.91666)
O (-4.97817, 0.23778, 2.11139)
H (-4.79898, -0.69442, 1.95732)
H (-4.88969, 0.63251, 1.23347)
O (-6.62692, 3.22458, 0.09507)
H (-6.05029, 2.52276, -0.23144)
H (-6.71220, 3.03199, 1.03340)
O (0.09637, 4.43042, -4.77690)
H (-0.41433, 4.02832, -5.48980)
H (0.04802, 5.37577, -4.93969)
O (0.00569, -3.00144, 5.27894)
H (-0.51798, -3.31572, 4.53333)
H (-0.07573, -3.69757, 5.94179)
O (-1.93258, 4.01391, -6.99060)
H (-2.67941, 4.58761, -7.18320)
H (-2.23184, 3.13050, -7.22749)
O (-0.68999, -2.47258, 0.92873)
H (-0.60743, -1.80160, 0.22232)
H (-1.47350, -2.20235, 1.41977)
O (5.46092, -2.54936, -0.57077)
H (5.39712, -1.94201, -1.31754)
H (6.35127, -2.90848, -0.59953)
O (5.69405, 0.44522, -5.19152)
H (5.51446, 1.08925, -5.88153)
H (4.92798, 0.49678, -4.60117)
O (-0.66726, -5.10734, 7.34049)
H (-0.76681, -5.93965, 7.81008)
H (-0.63814, -4.42931, 8.02346)

Atomic partial charges in e from the Mulliken method, atoms 1 to 5: atom 1 (C): -1.3502, atom 2 (C): -0.3795, atom 3 (P): 0.6238, atom 4 (C): 0.3262, atom 5 (C): -1.4727

***

Molecular formula: C37H51FeN4OP2
Method: DFT, wB97M-V/def2-TZVPD

Properties
total charge	+1
Kohn-Sham gap (spin up / spin down)	3.759 / 6.014	eV
multiplicity	5
HOMO level (spin up / spin down)	-6.90 / -10.51	eV
expectation value of S²	6.1050
max |F|	6.2	eV/A

Positions of all 96 atoms, in Å:
C (0.59702, -2.10944, -2.12254)
C (1.55987, -2.37288, 0.05546)
C (1.25312, -3.25001, -2.57898)
C (2.42713, -3.34392, -0.48174)
C (2.19047, -3.86315, -1.73792)
H (1.05535, -3.62297, -3.58041)
H (3.15444, -3.77153, 0.20596)
H (2.73920, -4.75132, -2.06576)
N (0.72918, -1.69460, -0.83702)
P (-0.56616, 0.40770, -2.40003)
P (0.07827, -1.10872, 1.98037)
C (-0.30795, -1.31117, -3.07222)
H (0.10550, -1.26620, -4.09907)
H (-1.30152, -1.78678, -3.17512)
C (1.39805, -2.29934, 1.49226)
H (2.36585, -2.01232, 1.98156)
C (0.41079, 0.14825, 3.45061)
C (-0.62454, -2.74912, 2.63221)
C (0.92757, 1.35741, -3.13138)
C (-2.17434, 1.00263, -3.24134)
C (0.15375, 1.59709, 3.00313)
H (-0.85170, 1.71204, 2.57439)
H (0.23460, 2.25854, 3.88319)
H (0.88542, 1.94410, 2.26896)
C (-0.52221, -0.10934, 4.64048)
H (-1.57612, 0.01906, 4.35805)
H (-0.37053, -1.09608, 5.09322)
H (-0.30458, 0.64316, 5.41743)
C (1.87112, 0.00514, 3.87911)
H (2.04876, 0.69819, 4.71640)
H (2.10911, -1.00321, 4.24084)
H (2.55812, 0.27207, 3.06287)
C (-2.02036, -2.57318, 3.19887)
H (-2.67827, -2.09143, 2.46513)
H (-2.39696, -3.58456, 3.39986)
H (-2.03043, -2.00281, 4.12917)
C (-0.72351, -3.72000, 1.43828)
H (-1.34118, -3.30287, 0.63153)
H (0.25535, -3.98744, 1.02351)
H (-1.15522, -4.65866, 1.80055)
C (0.38832, -3.28982, 3.67211)
H (1.44051, -3.03079, 3.45534)
H (0.16914, -2.95155, 4.69321)
H (0.35121, -4.38753, 3.63345)
C (-2.26003, 2.53077, -3.12624)
H (-3.25660, 2.85142, -3.46739)
H (-2.14984, 2.85829, -2.08223)
H (-1.52337, 3.05288, -3.74900)
C (-3.37564, 0.40166, -2.49569)
H (-3.34792, -0.69409, -2.46057)
H (-3.46103, 0.79304, -1.47619)
H (-4.29399, 0.69016, -3.03136)
C (-2.26418, 0.56106, -4.71140)
H (-3.25549, 0.85389, -5.08904)
H (-1.51995, 1.04303, -5.35211)
H (-2.17350, -0.52698, -4.82112)
C (2.22576, 0.56051, -2.91431)
H (3.05262, 1.12934, -3.36512)
H (2.46685, 0.43431, -1.85749)
H (2.19818, -0.43124, -3.38183)
C (1.03503, 2.70956, -2.40948)
H (1.21719, 2.58101, -1.34294)
H (1.89202, 3.25918, -2.82337)
H (0.13713, 3.32828, -2.51441)
C (0.80303, 1.59921, -4.64437)
H (0.66789, 0.66558, -5.20715)
H (0.01303, 2.31261, -4.90768)
H (1.75281, 2.04484, -4.98082)
Fe (-0.29677, -0.18180, -0.14260)
C (-1.98844, -0.73093, 0.10467)
O (-3.05781, -1.16263, 0.23778)
N (1.18092, 1.00261, 0.14759)
C (2.37891, 1.09279, 0.30889)
C (3.71347, 0.85061, 0.74297)
C (4.26962, 2.14080, 0.76818)
C (4.58950, -0.30613, 0.94715)
C (5.61802, 2.34658, 0.87345)
H (3.55481, 2.96099, 0.60887)
C (5.96622, -0.05433, 1.09308)
H (4.24437, -1.36557, 0.96793)
C (6.47173, 1.25599, 1.04441)
H (5.91392, 3.40044, 0.81285)
H (6.69371, -0.87257, 1.22875)
H (7.52447, 1.46404, 1.13772)
N (-7.73862, 2.44973, -0.15196)
C (-6.65198, 2.32720, 0.22660)
C (-5.28626, 2.16159, 0.69093)
C (-4.24441, 2.89917, 0.11475)
C (-2.94013, 2.67534, 0.57636)
N (-2.66723, 1.75980, 1.50260)
C (-3.65277, 1.08887, 2.08698)
C (-4.98941, 1.26045, 1.71793)
H (-4.43684, 3.64041, -0.66038)
H (-2.10541, 3.26361, 0.17673)
H (-3.38910, 0.37536, 2.87530)
H (-5.76614, 0.68663, 2.21980)

Atomic partial charges in e from the Mulliken method, atoms 1 to 5: atom 1 (C): 0.0351, atom 2 (C): -0.9646, atom 3 (C): -0.8722, atom 4 (C): -0.9381, atom 5 (C): -0.8894

***

Molecular formula: C3H6O3
Method: DFT, wB97M-V/def2-TZVPD

Properties
Kohn-Sham gap	11.162	eV
HOMO level	-10.18	eV
SMILES	CC=O.O=CO
max |F|	0.8	eV/A

Positions of all 12 atoms, in Å:
O (-1.53138, 0.45257, 0.28419)
C (-1.71497, 0.20176, -0.87949)
C (-0.91663, -0.75875, -1.70095)
H (-2.48162, 0.79222, -1.40434)
H (-0.26701, -1.35442, -1.05706)
H (-1.49839, -1.52485, -2.21968)
H (-0.43260, -0.10325, -2.43400)
O (1.58261, 0.28751, -0.25844)
C (1.59575, -0.27400, 0.80412)
O (0.98415, 0.14475, 1.89972)
H (2.10101, -1.22831, 0.94085)
H (0.26456, 0.74068, 1.61885)

Atomic partial charges in e from the Mulliken method, atoms 1 to 5: atom 1 (O): -0.4717, atom 2 (C): 0.1679, atom 3 (C): -0.8464, atom 4 (H): 0.3483, atom 5 (H): 0.1999

***

Molecular formula: C4H8NOP
Method: DFT, wB97M-V/def2-TZVPD

Properties
Kohn-Sham gap (spin up / spin down)	7.066 / 7.203	eV
HOMO level (spin up / spin down)	-8.00 / -8.06	eV
max |F|	4.4	eV/A

Positions of all 15 atoms, in Å:
C (-0.13205, 0.66007, -0.16927)
C (-0.11328, -0.75502, -0.64333)
C (-1.28448, 0.99505, 0.80295)
C (1.23458, -1.19112, -1.05206)
N (-0.96470, 0.94158, 2.14840)
O (0.22651, 0.86529, 2.36321)
P (2.52638, -0.92510, 0.22784)
H (0.78835, 0.81238, 0.31059)
H (-0.13022, 1.35598, -0.91277)
H (-0.40847, -1.46866, 0.18060)
H (-0.78318, -0.89845, -1.46237)
H (-1.57102, 1.94912, 0.73587)
H (-2.18561, 0.47965, 0.65997)
H (1.27306, -2.18480, -1.31278)
H (1.52412, -0.63598, -1.87685)

Atomic partial charges in e from the Mulliken method, atoms 1 to 5: atom 1 (C): -0.6904, atom 2 (C): -0.3368, atom 3 (C): -0.7037, atom 4 (C): -1.0768, atom 5 (N): -0.0879

***

Molecular formula: C12H23AsF6N3O2PSZn
Method: DFT, wB97M-V/def2-TZVPD

Properties
total charge	-1
Kohn-Sham gap (spin up / spin down)	7.300 / 7.461	eV
multiplicity	2
HOMO level (spin up / spin down)	-4.84 / -5.02	eV
expectation value of S²	0.7540
max |F|	0.5	eV/A

Positions of all 50 atoms, in Å:
Zn (-0.24380, -0.81552, -0.21564)
C (0.45952, 5.44161, -0.11775)
As (0.14756, 3.59054, 0.35283)
C (1.16502, 2.70557, -1.06310)
C (1.02157, 3.37454, 2.05026)
S (-1.91444, 3.20816, 0.34154)
H (1.52239, 5.67409, -0.06739)
H (-0.09803, 6.06156, 0.58273)
H (0.08239, 5.61853, -1.12345)
H (1.98352, 3.35009, -1.38326)
H (0.47683, 2.51216, -1.88810)
H (1.79548, 0.81299, -1.42191)
H (2.08072, 3.60376, 1.95358)
H (0.90474, 2.34515, 2.37457)
H (0.53680, 4.06310, 2.74284)
C (-2.48856, -3.60398, 0.44915)
C (-1.46573, -3.13008, 1.49548)
C (-2.02587, -3.38649, 2.89661)
C (-0.17901, -3.94800, 1.30651)
C (-1.17353, -1.67183, 1.28117)
H (-2.69886, -4.67144, 0.56663)
H (-2.10768, -3.44047, -0.56008)
H (-3.42946, -3.05858, 0.54927)
H (-2.25162, -4.44613, 3.04727)
H (-2.94507, -2.81791, 3.05505)
H (-1.30686, -3.07989, 3.65851)
H (-0.36967, -5.01536, 1.45394)
H (0.58874, -3.63233, 2.01440)
H (0.22046, -3.81043, 0.29974)
H (-1.51802, -1.01617, 2.07949)
C (-2.85546, -0.05331, -1.68874)
O (-1.60029, 0.47348, -1.27667)
H (-3.45954, 0.72764, -2.15499)
H (-3.39702, -0.48340, -0.84205)
H (-2.65049, -0.83554, -2.41724)
H (-1.75114, 1.24062, -0.67690)
O (0.77762, 0.83498, 0.25186)
N (1.71052, 1.41450, -0.59427)
C (3.03121, 1.56770, 0.06307)
C (3.19015, 1.14175, 1.37308)
N (3.33310, 0.83707, 2.48279)
C (4.00872, 2.17851, -0.70688)
N (4.77241, 2.74817, -1.37233)
F (0.87622, -0.20942, -2.67123)
P (1.18957, -1.83149, -2.78116)
F (0.61510, -1.81969, -4.26726)
F (1.43816, -3.39841, -2.80687)
F (1.66449, -1.75636, -1.20031)
F (2.67147, -1.50637, -3.25251)
F (-0.33432, -2.08766, -2.17230)

Atomic partial charges in e from the Mulliken method, atoms 1 to 5: atom 1 (Zn): 0.9373, atom 2 (C): -1.2280, atom 3 (As): 0.8521, atom 4 (C): -0.8885, atom 5 (C): -1.0149

***

Molecular formula: C8H7N2OS
Method: DFT, wB97M-V/def2-TZVPD

Properties
total charge	-1
Kohn-Sham gap	4.788	eV
HOMO level	-2.16	eV
max |F|	7.2	eV/A

Positions of all 19 atoms, in Å:
C (3.06778, -0.73763, -3.47833)
C (2.78315, 0.35445, -2.76402)
C (-1.59983, -0.66065, 2.37064)
C (-2.90320, -0.18520, 2.13615)
C (-0.52296, -0.13070, 1.65161)
C (-3.11992, 0.73915, 1.14386)
C (3.21798, -0.96327, -2.09770)
C (-0.67901, 0.87248, 0.72861)
N (3.62377, -1.74638, -1.22172)
N (-2.08680, 1.32009, 0.38879)
O (-2.36365, 2.21017, -0.45935)
S (3.80589, -1.25418, 0.34812)
H (3.07032, -1.17304, -4.53975)
H (2.56038, 1.34595, -2.91495)
H (-1.36116, -1.49513, 2.98344)
H (-3.83107, -0.50379, 2.74047)
H (0.45359, -0.49630, 1.84654)
H (-4.16321, 1.23350, 0.93944)
H (0.04797, 1.27048, 0.19814)

Atomic partial charges in e from the Mulliken method, atoms 1 to 5: atom 1 (C): -0.4495, atom 2 (C): -0.2716, atom 3 (C): -0.2516, atom 4 (C): -0.4004, atom 5 (C): -0.4857

***

Molecular formula: C2H5N4
Method: DFT, wB97M-V/def2-TZVPD

Properties
total charge	+1
Kohn-Sham gap (spin up / spin down)	8.059 / 8.058	eV
HOMO level (spin up / spin down)	-13.75 / -13.75	eV
max |F|	6.6	eV/A

Positions of all 11 atoms, in Å:
C (-0.13084, -1.79731, 1.23378)
C (-0.38853, -0.56430, 0.65955)
N (0.15010, -2.82356, 1.66525)
N (1.27537, -0.15075, -0.21675)
N (-1.41641, 0.21409, 0.72600)
N (1.05361, 0.82884, -1.20951)
H (-2.21493, -0.07849, 1.28547)
H (-1.45302, 1.15744, 0.36312)
H (1.83642, 0.68621, -1.87866)
H (1.10971, 1.81360, -0.86574)
H (0.17853, 0.71423, -1.76250)

Atomic partial charges in e from the Mulliken method, atoms 1 to 5: atom 1 (C): 0.1373, atom 2 (C): 0.4270, atom 3 (N): -0.1665, atom 4 (N): -0.5022, atom 5 (N): -0.2567

***

Molecular formula: C29H41N7O3PPbS3Te
Method: DFT, wB97M-V/def2-TZVPD

Properties
total charge	-1
Kohn-Sham gap	6.829	eV
HOMO level	-4.41	eV
max |F|	1.7	eV/A

Positions of all 86 atoms, in Å:
Pb (-0.12542, -0.19734, -0.24430)
N (-1.56843, 3.01956, -1.46472)
C (-2.79956, 2.27418, -1.68920)
C (-2.56416, 1.21379, -2.77325)
N (-2.11520, -0.02151, -2.14606)
H (-1.45827, 3.32178, -0.50498)
H (-1.47367, 3.80892, -2.08735)
H (-3.65404, 2.90821, -1.96688)
H (-3.05245, 1.75500, -0.76158)
H (-1.77669, 1.56654, -3.44329)
H (-3.47848, 1.06632, -3.36973)
H (-1.76602, -0.68038, -2.82677)
H (-2.85792, -0.45699, -1.60969)
S (1.46236, -2.19646, 0.91942)
C (1.75166, -1.34230, 2.35631)
N (0.98577, -0.43938, 2.87745)
C (1.47038, 0.06571, 4.05718)
C (0.85187, 1.03938, 4.84032)
C (1.43701, 1.41381, 6.03739)
C (2.64134, 0.85232, 6.45618)
C (3.28221, -0.10555, 5.68425)
C (2.68747, -0.50098, 4.49649)
S (3.20899, -1.70257, 3.34959)
H (-0.06211, 1.49681, 4.48658)
H (0.95067, 2.15583, 6.65841)
H (3.08673, 1.16530, 7.39229)
H (4.22512, -0.53282, 6.00133)
C (3.17236, 0.77070, -1.16028)
N (1.99870, 1.11438, -0.37086)
C (1.98685, 2.23128, 0.26791)
C (0.85779, 2.64432, 1.02657)
C (0.65197, 3.80979, 1.78291)
C (-0.61854, 3.68886, 2.34381)
C (-1.11827, 2.45281, 1.90471)
N (-0.24016, 1.82935, 1.11549)
C (3.31127, 1.67307, -2.36593)
C (4.52401, 2.27658, -2.67455)
C (4.63212, 3.14360, -3.75410)
C (3.51763, 3.42377, -4.52765)
C (2.30443, 2.81399, -4.23345)
C (2.19866, 1.94580, -3.16031)
H (3.05098, -0.26315, -1.48826)
H (4.08166, 0.83945, -0.55060)
H (2.85527, 2.90049, 0.24300)
H (1.33700, 4.63923, 1.87847)
H (-1.11410, 4.39552, 2.99214)
H (-2.07792, 2.00799, 2.12969)
H (5.39507, 2.06692, -2.06417)
H (5.58403, 3.60807, -3.98143)
H (3.59056, 4.11630, -5.35703)
H (1.43576, 3.02683, -4.84439)
H (1.25795, 1.46679, -2.92043)
S (-2.67197, -0.85058, 1.17390)
C (-2.07272, -2.06883, 2.19416)
N (-1.94589, -3.31961, 1.76308)
C (-1.45912, -4.39058, 2.61462)
C (-0.52003, -3.83414, 3.67424)
C (-1.21840, -2.70782, 4.42066)
N (-1.85727, -1.78999, 3.48781)
H (-1.88747, -3.43241, 0.75488)
H (-0.94696, -5.11765, 1.98523)
H (-2.31413, -4.88364, 3.09326)
H (0.36994, -3.45218, 3.17827)
H (-0.22567, -4.61470, 4.37602)
H (-0.49797, -2.15059, 5.02248)
H (-1.98047, -3.12143, 5.09229)
H (-1.87210, -0.81024, 3.71595)
C (3.89706, -3.20388, -3.61677)
C (2.69277, -2.69824, -4.38988)
O (1.50658, -3.32212, -3.90112)
P (0.40771, -2.37872, -3.14726)
O (1.11565, -1.28810, -2.41523)
Te (-1.15101, -3.85774, -2.22461)
O (-0.23715, -1.58034, -4.45094)
C (-1.09900, -2.27077, -5.34353)
C (-1.63250, -1.28537, -6.36854)
H (4.80331, -2.69434, -3.94629)
H (4.01611, -4.27779, -3.76144)
H (3.74006, -3.01658, -2.55480)
H (2.78365, -2.94066, -5.45371)
H (2.61109, -1.61349, -4.28326)
H (-1.92499, -2.72058, -4.78070)
H (-0.55923, -3.09028, -5.83294)
H (-1.99861, -0.39341, -5.85895)
H (-2.44922, -1.74050, -6.92865)
H (-0.84549, -0.98372, -7.06034)

Atomic partial charges in e from the Mulliken method, atoms 1 to 5: atom 1 (Pb): 0.8761, atom 2 (N): -0.2997, atom 3 (C): -0.3525, atom 4 (C): -0.5146, atom 5 (N): -0.1936